[1]
Entry from OMol25: a cluster of 9 separate species, C13H22Cl2O14 in total in a non-equilibrium geometry (ωB97M-V/def2-TZVPD).

As for the SMILES: O=C1C=C(O)C(=O)C=C1O.O=C1C=C(O)C(=O)C=C1O.ClCCl.O.O.O.O.O.O. The energy relative to the best compared isomer or geometry (same formula, charge and spin) is 0.0 kcal/mol. Its total energy is -2482.30956 Ha.

Each line ends with the Löwdin charge.
Cartesian coordinates (Å):
C1 -0.211 -2.071 -0.918  0.0798
C2 0.479 -1.837 0.206  -0.2512
C3 1.546 -0.771 0.291  -0.2955
O1 2.408 -0.852 1.155  0.0964
C4 1.651 0.084 -0.894  0.0596
C5 0.901 -0.060 -1.990  -0.2450
C6 -0.055 -1.223 -2.108  -0.3011
O2 -0.704 -1.408 -3.106  0.0694
O3 0.891 0.825 -2.969  0.0907
O4 0.295 -2.595 1.284  0.0954
H1 -1.001 -2.811 -0.931  0.1341
H2 2.282 0.967 -0.817  0.1314
H3 0.043 0.850 -3.499  0.0748
H4 0.727 -2.202 2.077  0.0713
C7 -0.907 0.592 2.258  0.0832
C8 -0.454 1.726 1.727  -0.2314
C9 0.191 2.780 2.601  -0.2891
O5 0.597 3.812 2.124  0.1118
C10 0.321 2.463 4.021  0.0749
C11 -0.270 1.408 4.562  -0.2533
C12 -0.988 0.394 3.707  -0.3184
O6 -1.541 -0.530 4.227  0.1422
O7 -0.248 1.140 5.854  0.1216
O8 -0.500 1.961 0.437  0.0769
H5 -1.325 -0.199 1.638  0.1414
H6 0.894 3.130 4.656  0.1392
H7 -0.512 0.207 5.960  0.1261
H8 0.083 2.709 0.169  0.0955
O9 -2.666 1.256 -1.132  -0.0436
H9 -2.805 2.150 -1.464  0.0559
H10 -1.847 1.304 -0.617  0.0069
O10 1.424 3.826 -0.485  -0.0478
H11 1.648 4.260 0.352  0.0413
H12 2.100 4.094 -1.116  0.0644
O11 1.651 -2.392 3.686  -0.0408
H13 1.722 -2.478 4.642  0.0586
H14 2.471 -2.761 3.331  0.0665
O12 -3.493 -1.013 -2.780  -0.0787
H15 -2.629 -1.091 -3.199  -0.0191
H16 -3.438 -0.227 -2.211  -0.0057
O13 -1.136 1.326 -4.621  -0.0216
H17 -1.557 0.846 -5.344  0.0770
H18 -1.180 2.260 -4.863  0.0729
O14 4.645 0.261 2.704  -0.0687
H19 4.426 0.361 3.637  0.0267
H20 3.799 0.342 2.239  -0.0040
C13 -1.442 -4.073 -4.981  -1.0284
Cl1 -0.664 -4.784 -3.602  0.5517
Cl2 -3.187 -4.477 -5.026  0.4856
H21 -1.398 -2.994 -4.979  0.0021
H22 -1.034 -4.487 -5.891  0.0181

[2]
Entry from OMol25: a structure of composition C13H22IrN3O3 in a non-equilibrium geometry (ωB97M-V/def2-TZVPD).

The charge is +2. The energy relative to the best compared isomer or geometry (same formula, charge and spin) is 99.9 kcal/mol. Its total energy is -1002.20569 Ha.

Each line ends with the Löwdin charge.
Cartesian coordinates (Å):
Ir1 0.234 -0.068 0.385  1.3453
N1 1.116 0.429 -1.895  0.0277
C1 1.733 1.699 -2.040  -0.0970
C2 1.621 2.613 -0.598  -0.6267
O1 1.995 3.726 -0.754  0.1822
O2 1.174 1.935 0.326  -0.1214
H1 1.780 -0.339 -1.928  0.1124
H2 0.362 0.267 -2.557  0.1213
H3 1.268 2.348 -2.779  0.1340
H4 2.814 1.661 -2.174  0.1364
N2 -1.561 -1.550 -0.024  -0.0357
C3 -2.844 -1.063 -0.552  -0.2161
C4 -3.508 -0.041 0.367  -0.1670
C5 -2.735 1.268 0.494  -0.2263
N3 -1.548 1.121 1.348  -0.0306
H5 -1.156 -2.221 -0.675  0.1021
H6 -1.725 -2.061 0.844  0.1177
H7 -3.538 -1.903 -0.678  0.1413
H8 -2.670 -0.614 -1.532  0.1277
H9 -3.661 -0.471 1.359  0.1248
H10 -4.494 0.176 -0.045  0.1358
H11 -3.410 2.029 0.905  0.1407
H12 -2.413 1.628 -0.486  0.1261
H13 -1.832 0.741 2.253  0.1210
H14 -1.136 2.039 1.521  0.1084
C6 2.421 -4.108 0.390  0.0276
C7 2.031 -2.755 0.873  -0.3309
O3 1.156 -2.144 0.238  -0.1101
C8 2.656 -2.206 2.071  -0.1607
C9 2.113 -1.068 2.687  -0.0394
C10 2.652 -0.555 3.843  -0.0356
C11 3.777 -1.160 4.403  -0.0095
C12 4.345 -2.268 3.794  -0.0231
C13 3.788 -2.800 2.649  0.0126
H15 1.779 -4.409 -0.435  0.1008
H16 2.355 -4.832 1.200  0.1152
H17 3.452 -4.105 0.039  0.1159
H18 1.200 -0.593 2.250  0.0535
H19 2.208 0.294 4.336  0.1210
H20 4.202 -0.763 5.313  0.1279
H21 5.224 -2.727 4.222  0.1274
H22 4.233 -3.666 2.185  0.1231

[3]
Entry from OMol25: an isolated molecule of C13H22N4O3S in a non-equilibrium geometry (ωB97M-V/def2-TZVPD).

As for the SMILES: CN(CC(=O)N[C@H]1CC[C@H](C)CC1)S(=O)(=O)c1cnc[nH]1. The energy relative to the best compared isomer or geometry (same formula, charge and spin) is 17.9 kcal/mol. Its total energy is -1351.51805 Ha.

Each line ends with the Löwdin charge.
Cartesian coordinates (Å):
C1 5.067 2.071 -0.178  -0.0667
H1 5.274 2.540 -1.138  0.0781
H2 5.600 1.125 -0.141  0.0665
H3 5.461 2.713 0.606  0.0779
C2 3.562 1.880 0.002  -0.3715
C3 2.949 1.034 -1.119  -0.1585
C4 3.368 -0.432 -1.034  -0.1295
C5 3.019 -1.040 0.330  -0.2944
N1 1.582 -1.121 0.493  0.1114
C6 0.858 -2.216 0.245  -0.4748
O1 1.296 -3.320 -0.004  0.0666
C7 -0.653 -1.907 0.295  -0.0964
N2 -0.961 -0.950 -0.748  -0.2945
S1 -1.351 0.578 -0.282  0.6706
O2 -1.395 1.413 -1.447  -0.2785
O3 -0.462 0.931 0.788  -0.2796
C8 -3.018 0.520 0.318  -0.2966
C9 -3.687 -0.081 1.353  -0.1159
N3 -5.013 0.172 1.245  0.0676
C10 -5.160 0.906 0.175  -0.1780
N4 -3.978 1.141 -0.432  0.0825
H4 -3.763 1.685 -1.254  0.1527
H5 -6.099 1.277 -0.183  0.1215
H6 -3.297 -0.664 2.161  0.1083
C11 -1.540 -1.446 -1.969  -0.0686
H7 -2.525 -1.899 -1.805  0.0963
H8 -1.632 -0.602 -2.649  0.0827
H9 -0.873 -2.189 -2.406  0.1032
H10 -1.225 -2.828 0.158  0.1358
H11 -0.898 -1.464 1.262  0.1193
H12 1.088 -0.252 0.652  0.0829
C12 3.625 -0.207 1.459  -0.1346
C13 3.218 1.263 1.362  -0.1612
H13 2.142 1.356 1.524  0.1006
H14 3.717 1.825 2.154  0.1145
H15 4.711 -0.295 1.412  0.1127
H16 3.301 -0.612 2.420  0.1176
H17 3.390 -2.070 0.375  0.1472
H18 4.443 -0.524 -1.194  0.1127
H19 2.866 -1.005 -1.816  0.1179
H20 3.249 1.439 -2.088  0.1147
H21 1.860 1.104 -1.058  0.1017
H22 3.100 2.873 -0.039  0.1359

[4]
Entry from OMol25: a structure of composition C13H22N6NiO6P2S3 in a non-equilibrium geometry (ωB97M-V/def2-TZVPD).

Its total energy is -4674.34568 Ha.

Each line ends with the Löwdin charge.
Cartesian coordinates (Å):
Ni1 -0.007 -0.086 -1.102  0.3560
C1 -1.405 3.484 3.068  -0.4176
S1 0.407 3.490 3.139  0.7288
C2 0.723 2.603 1.583  -1.1799
S2 1.080 3.572 0.273  0.5549
N1 0.629 1.288 1.779  -0.0992
N2 0.568 0.277 0.899  -0.0452
C3 1.091 -0.804 1.365  -0.0875
C4 1.034 -2.009 0.558  -0.2578
C5 1.308 -3.281 1.041  -0.0090
C6 1.239 -4.359 0.178  -0.0459
C7 0.898 -4.145 -1.150  -0.0357
C8 0.622 -2.855 -1.558  -0.0945
N3 0.703 -1.819 -0.724  0.0040
H1 -1.750 4.255 3.755  0.0262
H2 -1.796 2.514 3.382  0.0169
H3 -1.728 3.718 2.053  0.0124
H4 1.586 -0.778 2.329  0.1317
H5 1.551 -3.403 2.090  0.1198
H6 1.447 -5.363 0.532  0.1146
H7 0.845 -4.960 -1.858  0.1128
H8 0.344 -2.627 -2.577  0.1220
N4 -2.659 0.293 0.807  0.1857
C9 -3.236 0.395 -0.607  -0.4871
C10 -4.743 0.603 -0.495  -0.0719
P1 -2.356 1.931 -1.194  0.3366
O1 -3.025 2.290 -2.594  -0.0913
O2 -2.689 2.902 -0.126  -0.2831
O3 -0.893 1.575 -1.418  -0.3637
P2 -2.838 -1.089 -1.636  0.3442
O4 -2.828 -2.185 -0.404  -0.1703
O5 -3.918 -1.384 -2.590  -0.2739
O6 -1.419 -0.955 -2.166  -0.3304
H9 -2.682 1.259 1.181  0.1337
H10 -1.684 0.018 0.786  0.0916
H11 -3.172 -0.368 1.382  0.1541
H12 -4.972 1.598 -0.112  0.0864
H13 -5.191 -0.157 0.153  0.0889
H14 -5.185 0.488 -1.481  0.0830
H15 -2.660 1.741 -3.310  0.0995
H16 -3.250 -2.998 -0.738  0.0849
S3 2.097 0.369 -2.550  0.7013
C11 3.256 0.416 -1.321  -0.8435
N5 3.891 1.503 -0.895  0.0336
C12 4.719 1.233 0.280  -0.1201
C13 4.857 -0.296 0.227  -0.1274
N6 3.757 -0.651 -0.669  0.0241
H17 3.428 2.396 -1.004  0.0944
H18 4.213 1.566 1.189  0.1193
H19 5.677 1.741 0.203  0.1169
H20 4.740 -0.759 1.205  0.1123
H21 5.817 -0.601 -0.190  0.1163
H22 3.559 -1.587 -0.968  0.1283

[5]
Entry from OMol25: a structure of composition C13H22N8O7SV (ωB97M-V/def2-TZVPD).

Its spin multiplicity is 2. The energy relative to the best compared isomer or geometry (same formula, charge and spin) is 2.8 kcal/mol. Its total energy is -2815.42708 Ha.

Each line ends with the Löwdin charge.
Cartesian coordinates (Å):
V1 -0.202 -0.330 -0.254  0.5417
O1 1.991 1.367 2.881  0.0425
C1 1.684 1.013 1.752  -0.5892
O2 0.536 0.531 1.417  -0.1495
C2 2.720 1.171 0.642  -0.0346
C3 3.779 2.004 0.932  0.0709
C4 4.789 2.227 0.006  -0.1367
C5 4.769 1.619 -1.227  0.0746
C6 3.703 0.795 -1.533  -0.0594
C7 2.648 0.500 -0.619  -0.2651
O3 1.728 -0.359 -0.898  -0.1891
N1 3.710 0.220 -2.873  -0.3333
O4 4.786 0.039 -3.417  0.0743
O5 2.639 -0.055 -3.396  0.0539
N2 5.896 3.121 0.336  -0.3608
O6 6.771 3.274 -0.497  0.0647
O7 5.882 3.665 1.423  0.0774
H1 3.809 2.468 1.907  0.1324
H2 5.553 1.789 -1.946  0.1314
N3 -0.471 1.685 -1.132  -0.0352
C8 -1.891 2.058 -1.039  -0.2380
C9 -2.409 1.659 0.330  -0.2291
N4 -2.260 0.202 0.513  -0.0464
H3 0.093 2.309 -0.560  0.1049
H4 -0.134 1.765 -2.086  0.1045
H5 -2.431 1.513 -1.816  0.1050
H6 -2.060 3.125 -1.201  0.1173
H7 -3.442 1.992 0.452  0.1161
H8 -1.805 2.142 1.099  0.1213
H9 -2.998 -0.301 0.032  0.0805
H10 -2.343 -0.022 1.499  0.1000
N5 0.319 -3.492 0.329  -0.0215
N6 0.222 -2.198 0.940  -0.1092
H11 0.986 -4.068 0.831  0.0727
H12 0.672 -3.344 -0.609  0.0312
H13 1.108 -1.889 1.332  0.0917
H14 -0.418 -2.283 1.721  0.0944
S1 -1.329 -1.395 -2.230  0.6676
C10 -0.260 -2.502 -2.995  -0.7725
N7 -0.772 -3.436 -3.805  0.0183
C11 0.020 -4.385 -4.582  -0.1631
C12 1.357 -4.604 -3.895  -0.1596
C13 1.984 -3.256 -3.593  -0.1563
N8 1.051 -2.448 -2.814  0.0197
H15 -1.772 -3.414 -3.911  0.1197
H16 0.170 -4.008 -5.597  0.1237
H17 -0.537 -5.318 -4.651  0.1218
H18 2.012 -5.192 -4.536  0.1197
H19 1.207 -5.159 -2.966  0.1205
H20 2.243 -2.730 -4.516  0.1274
H21 2.902 -3.363 -3.017  0.1292
H22 1.413 -1.630 -2.315  0.0775

[6]
Entry from OMol25: a cluster of 3 separate species, C13H22NO12P3 in total in a non-equilibrium geometry (ωB97M-V/def2-TZVPD).

As for the SMILES: N#COC1=CC(=O)C=C([PH2]=O)C1=O.COP(=O)(OC)OC.COP(=O)(OC)OC. Its total energy is -2490.15800 Ha.

Each line ends with the Löwdin charge.
Cartesian coordinates (Å):
N1 -3.319 0.093 2.055  0.2038
C1 -4.471 0.165 2.104  -0.2686
O1 -5.769 0.183 2.068  0.1104
C2 -6.219 -0.697 1.057  -0.1461
C3 -6.289 -0.311 -0.204  0.1182
C4 -6.746 -1.356 -1.176  -0.3538
O2 -7.456 -1.115 -2.111  0.1522
C5 -6.241 -2.734 -0.863  0.0259
C6 -6.177 -3.115 0.412  -0.2394
P1 -5.593 -4.754 0.906  0.7199
O3 -6.662 -5.549 1.541  -0.4174
C7 -6.590 -2.102 1.444  -0.3148
O4 -7.142 -2.367 2.471  0.1816
H1 -6.007 0.685 -0.516  0.1519
H2 -5.944 -3.368 -1.691  0.1256
H3 -4.546 -4.555 1.824  0.0282
H4 -5.096 -5.314 -0.285  0.0243
C8 1.865 3.954 -1.456  -0.0963
O5 1.655 2.686 -2.130  -0.2344
P2 0.556 1.567 -1.584  0.5579
O6 1.457 0.384 -1.619  -0.2459
O7 -0.347 1.714 -2.926  -0.2521
C9 -0.953 2.970 -3.215  -0.1176
O8 -0.732 0.870 -0.815  -0.2276
C10 -0.795 0.903 0.631  -0.1120
H5 2.933 4.083 -1.296  0.0899
H6 1.496 4.763 -2.086  0.0811
H7 1.361 4.001 -0.491  0.0788
H8 -0.335 3.522 -3.926  0.0881
H9 -1.092 3.580 -2.317  0.0815
H10 -1.928 2.784 -3.660  0.0868
H11 -0.859 1.930 0.993  0.0828
H12 0.082 0.413 1.060  0.0745
H13 -1.695 0.371 0.939  0.0156
C11 6.510 -1.440 -0.506  -0.0859
O9 7.012 -0.181 -0.005  -0.2131
P3 6.034 0.865 0.755  0.4138
O10 6.232 2.180 0.145  -0.2316
O11 6.763 0.767 2.192  -0.2328
C12 7.011 -0.517 2.751  -0.1170
O12 4.550 0.797 1.373  -0.2028
C13 3.476 0.359 0.499  -0.0930
H14 6.822 -1.547 -1.542  0.0905
H15 6.932 -2.255 0.081  0.0856
H16 5.422 -1.501 -0.463  0.0662
H17 8.037 -0.819 2.538  0.0897
H18 6.328 -1.277 2.360  0.0771
H19 6.873 -0.452 3.828  0.0882
H20 3.643 -0.667 0.175  0.0724
H21 3.403 1.003 -0.374  0.0677
H22 2.546 0.399 1.056  0.0723